This record from the Open Molecules 2025 dataset describes 5 unconnected molecules or ions with the total composition C43H85ClN3O11 in a non-equilibrium geometry. The level of theory is ωB97M-V/def2-TZVPD.

Structure (XYZ):
```
143
Properties=species:S:1:pos:R:3:forces:R:3:lowdin_charge:R:1
C -5.497786 1.336520 2.180193 0.43 1.03 0.02 -0.13
C -5.587017 2.530869 1.085874 -0.37 -0.79 0.27 -0.25
C -5.829318 1.942315 -0.384969 -0.01 -0.02 -0.10 -0.24
C -5.878252 3.055104 -1.544467 0.32 -0.63 1.00 -0.20
C -4.514412 3.904547 -1.507701 -0.76 0.57 -0.11 -0.22
C -3.986674 4.308574 -2.969575 -0.13 -0.20 0.60 -0.21
C -3.309973 3.098251 -3.779408 0.25 0.25 0.01 -0.20
C -2.245256 2.262543 -2.889370 0.35 0.98 -0.47 -0.21
C -0.933689 1.844621 -3.722016 -0.89 -1.33 -0.35 -0.22
C -0.039172 0.734277 -2.969898 0.14 0.62 0.21 -0.22
C 0.921698 1.379730 -1.831553 -0.12 -0.76 -0.73 -0.20
C 1.925702 0.269540 -1.205697 0.38 0.50 -1.11 -0.21
C 2.974409 0.887852 -0.161921 -0.56 0.51 0.44 -0.19
C 2.626119 0.610519 1.380831 0.35 -0.61 0.41 -0.18
C 3.422042 -0.700738 1.971247 -1.27 0.51 -0.70 -0.17
C 2.387285 -1.927097 1.852443 0.79 0.35 0.29 -0.14
C 2.941690 -3.262490 2.585526 0.29 1.59 0.23 -0.19
N 2.787275 -4.299286 1.523745 -2.72 -1.41 0.93 0.08
C 1.362814 -4.618302 1.578711 1.69 0.69 1.73 -0.17
N 0.715193 -5.226555 0.570357 0.77 1.18 1.64 0.15
C 1.374133 -5.619876 -0.713921 0.40 -0.43 -1.00 -0.11
O 1.484915 -7.074649 -0.789354 -1.78 1.31 0.74 -0.04
C 0.171582 -7.648862 -0.901276 -1.60 -0.88 -3.03 -0.40
C -0.600624 -8.176917 0.396503 0.14 0.25 -0.23 0.01
O -0.313595 -7.748118 -2.042536 1.60 0.43 4.24 0.11
N 0.805830 -4.186336 2.865336 0.67 -0.90 -3.52 0.16
C 1.951179 -3.757499 3.772522 -0.23 0.28 -1.66 -0.41
O 1.321559 -2.745976 4.561081 2.18 -1.01 -1.01 -0.11
C 2.265959 -1.821741 5.168877 -0.16 1.22 2.77 -0.21
C 2.044446 -1.931103 6.780393 1.27 -0.33 -0.06 -0.08
C 2.497427 -5.100099 4.449865 -0.35 -1.03 0.11 -0.52
Cl 3.699747 -4.796969 5.826362 -0.79 0.15 -1.20 0.64
C 1.378256 -6.100388 5.006202 0.17 -0.49 1.17 -0.26
C 0.126751 -5.409198 5.722005 -0.97 -0.21 -1.19 -0.11
H -5.810018 1.745355 3.206630 0.35 -0.65 -1.45 0.07
H -6.156099 0.445560 1.906695 1.03 1.22 0.38 0.06
H -4.394155 1.041085 2.265595 -1.78 0.02 -0.16 0.07
H -4.631679 3.151813 1.184683 -1.38 -0.79 -0.36 0.10
H -6.475095 3.197193 1.353023 1.16 -0.74 -0.44 0.11
H -5.014951 1.189878 -0.684608 -0.96 1.00 0.68 0.10
H -6.815470 1.343180 -0.350508 1.40 0.93 -0.10 0.11
H -6.799993 3.708830 -1.334529 1.40 -0.82 -0.68 0.12
H -5.977770 2.494839 -2.534961 -0.04 0.96 1.21 0.11
H -3.745306 3.344971 -0.877118 -0.87 0.69 -1.02 0.09
H -4.749790 4.878867 -0.937394 0.50 -1.41 -0.82 0.12
H -3.202022 5.137457 -2.835862 -1.06 -1.15 -0.29 0.11
H -4.889622 4.744485 -3.532106 1.59 -0.68 0.69 0.08
H -2.785221 3.566555 -4.694920 -0.70 -0.80 1.36 0.11
H -4.093356 2.376192 -4.191888 0.95 0.99 0.57 0.10
H -1.899370 2.942085 -2.041307 -0.52 -0.96 -0.89 0.10
H -2.782484 1.358624 -2.444695 0.95 1.09 -0.53 0.11
H -1.314862 1.333105 -4.684470 0.58 0.81 1.30 0.11
H -0.320216 2.742973 -4.071865 -0.81 -1.11 0.73 0.11
H -0.743309 -0.033305 -2.492854 0.94 1.01 -0.63 0.11
H 0.589285 0.177684 -3.758014 -0.75 0.84 1.24 0.11
H 0.276916 1.877559 -1.035988 0.87 -0.65 -0.90 0.11
H 1.534511 2.195706 -2.367801 -0.76 -1.18 1.01 0.12
H 1.351728 -0.640641 -0.813585 0.67 1.35 -0.31 0.10
H 2.530945 -0.112744 -2.112509 -0.93 0.43 1.28 0.09
H 2.936503 2.032065 -0.299767 0.29 -1.73 0.06 0.12
H 4.038366 0.524587 -0.386960 -1.47 0.61 0.34 0.09
H 2.906208 1.486126 2.069876 -0.59 -1.38 -1.43 0.09
H 1.497011 0.386594 1.476206 1.64 0.57 -0.13 0.11
H 4.334905 -0.865584 1.292346 -1.22 0.02 1.20 0.12
H 3.753457 -0.526596 3.056408 -0.53 -0.27 -1.74 0.09
H 2.231526 -2.148028 0.733437 0.28 0.22 1.71 0.12
H 1.367242 -1.625276 2.267295 1.48 -0.29 -0.34 0.12
H 4.037374 -3.098183 2.901711 -1.71 -0.60 -0.58 0.17
H 3.417181 -5.112803 1.544170 -0.40 0.42 -0.19 0.15
H -0.290541 -5.407570 0.740726 0.97 0.13 -0.43 0.17
H 2.438520 -5.228531 -0.819475 -1.60 -0.40 0.66 0.16
H 0.768211 -5.175566 -1.569624 0.56 -0.87 1.08 0.16
H -0.496397 -7.490145 1.298275 0.15 -0.88 -1.18 0.06
H -0.219934 -9.215599 0.716608 -0.57 1.62 -0.69 0.11
H -1.708603 -8.204317 0.118021 1.67 -0.23 0.30 0.11
H 0.098276 -3.435245 2.767161 0.33 -0.73 0.32 0.17
H 3.361827 -2.061743 4.992322 -1.56 0.20 -0.27 0.11
H 2.027798 -0.729322 4.890910 0.31 -1.90 -0.14 0.14
H 2.026329 -0.910734 7.282041 -0.21 -1.30 -0.76 0.08
H 1.133259 -2.554824 7.058665 1.09 1.08 -0.53 0.07
H 2.963033 -2.481040 7.206026 -1.53 0.82 -0.50 0.05
H 3.099874 -5.694052 3.666183 -0.85 1.14 1.23 0.11
H 1.895873 -6.747668 5.808698 -0.60 1.00 -1.39 0.10
H 1.047547 -6.858016 4.200639 0.41 1.44 1.04 0.11
H 0.353533 -4.420960 6.234627 -0.08 -1.54 -0.52 0.06
H -0.419125 -6.142400 6.418716 1.10 1.15 -0.91 0.09
H -0.638349 -5.171277 4.889604 1.08 -0.18 1.37 0.07
O -3.982410 -1.174474 1.008117 -0.49 -0.71 0.15 0.09
C -4.722843 -2.131550 1.012975 0.55 0.45 0.05 -0.52
O -5.743882 -2.187028 1.885825 -0.11 0.41 0.05 -0.01
C -6.785770 -3.173039 1.850285 -0.05 -0.29 0.04 -0.22
C -6.370598 -4.433043 2.582590 0.20 -0.07 0.05 -0.07
C -4.465979 -3.307213 0.113699 -0.29 -0.15 -0.69 0.01
H -7.105355 -3.369871 0.823627 0.13 0.01 0.04 0.12
H -7.644002 -2.729364 2.359529 0.23 0.18 -0.06 0.13
H -5.502369 -4.902622 2.114927 -0.10 -0.03 -0.07 0.06
H -7.187936 -5.156726 2.598584 0.04 0.06 0.00 0.08
H -6.087064 -4.199248 3.611843 -0.13 0.03 -0.07 0.09
H -3.733677 -3.965533 0.585992 -0.09 0.02 0.00 0.08
H -4.061612 -2.939275 -0.831391 0.14 0.03 0.23 0.09
H -5.360038 -3.875181 -0.137847 0.08 -0.13 0.18 0.07
O -6.455576 5.510858 -4.848703 0.40 0.64 -0.40 0.09
C -6.147640 6.450686 -5.547260 -0.48 -0.33 0.35 -0.52
O -4.937012 7.020708 -5.411084 0.37 -0.38 0.15 0.00
C -4.402063 8.004842 -6.307285 -0.07 0.30 -0.06 -0.23
C -4.865059 9.397205 -5.928999 -0.19 0.06 0.10 -0.07
C -7.133996 7.050184 -6.507154 -0.06 -0.13 -0.68 0.01
H -4.629770 7.754499 -7.346725 -0.10 0.00 0.10 0.11
H -3.315598 7.949633 -6.208733 -0.15 -0.22 0.14 0.12
H -5.950547 9.492776 -5.998054 0.07 0.01 -0.10 0.07
H -4.410196 10.145299 -6.581440 -0.01 -0.05 0.03 0.08
H -4.593660 9.620627 -4.894236 0.08 -0.04 -0.12 0.09
H -7.773078 7.754073 -5.970241 0.06 -0.05 -0.05 0.10
H -7.749719 6.247982 -6.918203 -0.03 0.08 0.29 0.09
H -6.674614 7.548962 -7.358880 -0.01 0.18 0.14 0.07
O 4.305669 1.669158 3.559437 0.76 0.47 -0.10 0.05
C 5.240990 2.389714 3.276809 -0.01 -0.26 0.28 -0.50
O 5.700447 2.421550 2.015739 -0.64 -0.19 -0.12 0.00
C 6.666575 3.366460 1.526915 0.47 0.14 -0.05 -0.22
C 8.079438 2.894975 1.802259 0.05 -0.21 0.20 -0.06
C 5.951504 3.180683 4.335980 -0.16 0.66 0.17 0.02
H 6.472360 4.366667 1.923032 -0.03 -0.13 0.11 0.12
H 6.514556 3.428396 0.447104 -0.19 -0.20 0.15 0.12
H 8.271190 2.802878 2.873636 -0.01 0.14 -0.03 0.07
H 8.806898 3.590387 1.379558 -0.07 -0.05 -0.02 0.09
H 8.242531 1.906602 1.365702 -0.04 0.17 -0.13 0.08
H 6.688822 2.541305 4.825613 -0.05 0.06 -0.06 0.10
H 5.217420 3.511747 5.073145 0.07 -0.28 -0.02 0.10
H 6.437163 4.080812 3.963771 0.17 -0.16 -0.03 0.07
O 8.187843 1.640854 -1.677064 -0.70 -0.53 -0.19 0.09
C 7.387299 1.140762 -2.434594 0.69 0.40 0.11 -0.52
O 6.652161 0.086300 -2.034620 -0.17 -0.06 0.58 -0.01
C 5.549282 -0.458281 -2.772369 0.05 -0.12 -0.29 -0.25
C 6.023844 -1.455739 -3.809867 0.19 -0.01 -0.10 -0.06
C 7.262702 1.623970 -3.850513 -0.47 0.43 -0.24 0.01
H 4.934937 0.336691 -3.203594 0.12 0.00 -0.01 0.11
H 4.918547 -0.972874 -2.043342 0.19 0.16 0.13 0.11
H 6.672580 -0.986314 -4.551898 -0.13 0.01 -0.01 0.07
H 5.174877 -1.905993 -4.328656 0.03 0.03 0.03 0.08
H 6.608262 -2.248731 -3.336356 -0.12 0.05 0.02 0.09
H 8.028958 1.142582 -4.461527 -0.07 0.04 0.05 0.10
H 7.419532 2.704120 -3.863657 0.23 -0.19 0.05 0.10
H 6.281932 1.452887 -4.291304 0.10 -0.19 -0.07 0.07
```
Forces are in eV/Å.

Computed properties:
* HOMO-LUMO gap: 7.6 eV
* multiplicity: 1
* total charge: +1
* E_LUMO: -3.39 eV
* HOMO: -10.978 eV